[1]
{"formula": "C5H6O2S", "method": "ωB97M-V/def2-TZVPD", "species": ["O", "C", "O", "C", "C", "C", "C", "S", "H", "H", "H", "H", "H", "H"], "xyz": [[0.137, -0.575, -3.162], [0.048, -0.311, -1.996], [0.864, 0.593, -1.449], [0.594, 1.247, -0.178], [1.045, 0.272, 0.899], [0.172, -0.616, 1.331], [-1.207, -0.766, 0.694], [-1.251, -1.135, -1.090], [-0.452, 1.559, -0.082], [1.242, 2.131, -0.248], [2.077, 0.378, 1.257], [0.344, -1.302, 2.080], [-1.817, 0.136, 0.851], [-1.797, -1.611, 1.094]], "forces_ev_per_a": [[0.00, -0.21, 0.41], [-0.24, 0.33, -0.26], [-0.17, 0.50, -0.13], [1.08, -0.80, -0.16], [-0.07, 1.34, -0.05], [-1.38, 0.39, -1.58], [-0.14, 0.59, 0.26], [0.07, -0.25, -0.25], [0.20, -0.17, -0.15], [-0.34, -0.24, 0.25], [-0.58, -0.22, 0.04], [0.84, -1.39, 1.52], [0.19, -0.25, 0.07], [0.53, 0.39, 0.03]], "smiles": "O=C1OCC=CCS1", "de_lowest_ev": 0.779, "homo_ev": -9.58, "gap_ev": 10.18}

***

[2]
{"formula": "C5H6O2S", "method": "ωB97M-V/def2-TZVPD", "species": ["C", "C", "C", "C", "C", "H", "H", "H", "H", "H", "H", "O", "O", "S"], "xyz": [[-0.518, -1.194, -0.529], [0.352, -0.164, -1.295], [0.722, -1.072, 0.404], [0.813, 0.397, 0.891], [0.530, 1.080, -0.392], [-1.932, -0.205, 0.306], [-0.451, -2.127, -1.040], [0.328, -0.036, -2.377], [1.062, -1.897, 1.086], [1.617, 0.672, 1.513], [1.137, 1.900, -0.758], [-1.845, -1.065, -0.169], [1.488, -0.954, -0.824], [-0.644, 1.473, 0.922]], "forces_ev_per_a": [[-0.14, 0.49, 0.44], [0.03, 0.18, -0.16], [0.15, -0.74, 0.90], [-0.75, -0.68, -0.58], [0.11, -0.07, -0.44], [-0.04, -0.70, -0.36], [0.29, -0.63, -0.40], [-0.05, 0.07, 0.16], [-0.34, 0.92, -0.65], [0.77, 0.33, 0.60], [-0.06, -0.09, 0.08], [-0.06, 0.98, 0.50], [0.22, -0.03, -0.18], [-0.14, -0.03, 0.07]], "de_lowest_ev": 2.299, "homo_ev": -9.24, "gap_ev": 9.99}